[1]
DFT (the ωB97M-V functional and the def2-TZVPD basis) results for a cluster of 2 separate species, C4H12N4 in total in a non-equilibrium geometry.

XYZ file:
```
20
Properties=species:S:1:pos:R:3:mulliken_charge:R:1
C 1.08109 -1.17503 1.13285 -0.30
C -0.16916 -1.63990 1.40433 0.00
N -0.58083 -2.97154 1.09314 -0.53
N 1.48664 0.16313 1.34026 -0.68
H 1.80918 -1.91334 0.75698 0.23
H -0.95273 -0.98153 1.86757 0.24
H -1.25755 -3.31828 1.73968 0.23
H 0.21418 -3.57832 1.06364 0.22
H 0.66082 0.79387 1.39344 0.24
H 2.02563 0.53817 0.55809 0.38
C -0.03527 2.30011 -0.22364 -1.25
N -1.26852 0.86960 -2.36741 -0.50
C 0.03772 0.67743 -1.92203 0.23
N 0.71097 1.44289 -1.13446 -0.44
H -0.63815 3.06277 -0.79055 0.39
H 0.67829 2.82749 0.45294 0.33
H -0.71834 1.72711 0.37382 0.40
H -1.75039 0.01646 -2.68413 0.27
H -1.83811 1.43074 -1.74335 0.23
H 0.50453 -0.27185 -2.31116 0.31
```

Calculated values
SMILES: C/N=C\N.N/C=C/N
energy relative to the best compared isomer or geometry (same formula, charge and spin): 170.35 kJ/mol
E_tot: -10301.5061 eV
2S+1: 1
total charge: 0
orbital gap: 7.9 eV

---

[2]
DFT (the ωB97M-V functional and the def2-TZVPD basis) results for a cluster of 2 separate species, C4H12N4 in total in a non-equilibrium geometry.

XYZ file:
```
20
Properties=species:S:1:pos:R:3:mulliken_charge:R:1
C 1.39061 0.00724 0.50948 0.13
C -3.57276 0.67081 -0.92841 -0.36
C 3.39405 1.04837 -0.18291 -0.74
C -3.87135 -0.48244 -0.28585 -0.90
N 0.26274 -0.65545 0.37473 0.03
N 2.36152 0.08930 -0.43625 0.42
N 2.51216 -0.66063 -1.48681 -0.39
N -0.77569 -0.54959 1.05451 -0.05
H 1.47086 0.76897 1.31009 0.30
H -4.11566 1.62088 -0.82144 0.28
H -2.71578 0.52967 -1.54567 0.28
H -1.71750 -0.96993 0.63899 0.24
H 3.07906 1.99486 -0.68417 0.42
H 3.51514 1.17307 0.81879 0.34
H 4.33126 0.88332 -0.72826 0.30
H -3.31446 -1.33334 -0.41250 0.57
H -4.80439 -0.45935 0.34183 0.23
H 1.96670 -1.59732 -1.56822 0.35
H 3.41600 -0.53528 -1.81311 0.28
H -0.72786 -0.02537 1.91798 0.28
```

Calculated values
energy relative to the best compared isomer or geometry (same formula, charge and spin): 596.13 kJ/mol
E_tot: -10279.7196 eV
2S+1: 1
total charge: +2
orbital gap (alpha / beta): 4.6 / 4.5 eV